C23H25ClN4O3 in the gas phase. Source: OMol25; level of theory: ωB97M-V/def2-TZVPD.

Atoms and positions in Å:
C -3.781 -2.346 -0.293
O -4.547 -1.287 0.216
C -4.038 -0.017 0.126
C -4.859 1.002 0.605
C -4.439 2.313 0.561
C -3.195 2.644 0.031
O -2.828 3.950 0.007
C -2.369 1.629 -0.458
C -1.047 1.962 -1.103
N -0.312 2.976 -0.345
C 0.049 2.558 0.999
C 1.166 1.508 1.032
C 2.388 2.054 0.300
N 3.512 1.138 0.274
N 4.721 1.693 0.316
C 5.601 0.715 0.259
C 4.958 -0.521 0.175
C 3.610 -0.211 0.175
N 2.553 -1.132 0.173
C 1.596 -1.261 -0.782
O 1.479 -0.516 -1.733
C 0.689 -2.439 -0.597
C 0.352 -3.146 -1.749
C -0.464 -4.259 -1.692
C -0.971 -4.677 -0.473
C -0.677 -3.968 0.679
C 0.146 -2.853 0.618
Cl 0.417 -1.968 2.090
C 2.013 2.495 -1.118
C 0.851 3.491 -1.046
C -2.794 0.307 -0.396
H -2.830 -2.453 0.241
H -4.379 -3.244 -0.141
H -3.578 -2.226 -1.362
H -5.823 0.740 1.008
H -5.067 3.108 0.930
H -1.879 3.986 -0.228
H -0.473 1.040 -1.260
H -1.241 2.391 -2.094
H 0.370 3.453 1.544
H -0.843 2.161 1.489
H 0.800 0.606 0.547
H 1.417 1.266 2.066
H 2.769 2.929 0.843
H 6.651 0.926 0.282
H 5.395 -1.497 0.118
H 2.643 -1.879 0.848
H 0.752 -2.798 -2.689
H -0.705 -4.798 -2.595
H -1.607 -5.546 -0.415
H -1.087 -4.272 1.629
H 1.731 1.624 -1.709
H 2.875 2.966 -1.591
H 1.178 4.390 -0.512
H 0.549 3.786 -2.054
H -2.135 -0.459 -0.779

Atoms 1-6, force components in eV/Å:
0.136 -0.099 -0.043
-0.167 0.248 0.098
-0.029 0.061 0.005
0.121 -0.192 -0.077
0.163 0.075 -0.058
0.062 -0.281 -0.029

Output
HOMO   -7.6 eV
DFT total energy   -48882.391 eV
HOMO-LUMO gap   7.74 eV
E_LUMO   0.1 eV
Maximum force   0.82 eV/Å
Energy relative to the best compared isomer or geometry (same formula, charge and spin)   158.15 kJ/mol
SMILES string   COc1ccc(O)c(CN2CCC(n3nccc3NC(=O)c3ccccc3Cl)CC2)c1